# 1
ORCA calculation (ωB97M-V/def2-TZVPD) on a 2-piece molecular cluster, C5H8BrN2 overall.

Kohn-Sham gap, eV: 9.31
LUMO, eV: -4.2
Total charge: +1
Energy relative to the best compared isomer or geometry (same formula, charge and spin), kJ/mol: 287.3
2S+1: 1
E_HOMO, eV: -13.5
M, g/mol: 176.0

```
16
Properties=species:S:1:pos:R:3:forces:R:3:nbo_charge:R:1
C -0.982037 0.068401 -1.419457 2.4 -0.7 -0.2 -0.120
C 0.256789 -0.260410 -1.783553 -0.4 -0.3 1.7 -0.251
C -0.179648 0.203960 0.935332 0.1 -1.0 2.0 0.598
C -1.179997 0.569146 -0.072969 -3.1 -0.2 1.6 -0.551
C 1.336110 -0.465325 -0.797851 4.3 -4.0 -0.6 -0.066
N 0.955132 -0.359908 0.540316 -2.3 1.3 2.0 -0.547
N -0.519258 0.205200 2.268929 0.3 0.5 0.0 -0.754
Br 3.076320 0.571635 -1.161232 -1.4 -0.2 0.2 0.032
H -1.806956 0.086092 -2.067013 -0.8 0.1 -0.9 0.250
H 0.558544 -0.538054 -2.726277 0.3 -0.5 -2.2 0.251
H -1.311440 1.606631 -0.209247 0.3 1.8 0.3 0.292
H -2.223277 0.321296 0.339684 1.4 -0.1 -0.4 0.268
H 2.033487 -1.811173 -0.825231 -2.6 3.9 -0.3 0.274
H 1.333539 -0.828802 1.338132 1.6 -0.5 -0.3 0.432
H -1.423182 0.660463 2.493522 1.0 -0.6 -0.2 0.435
H 0.075873 -0.029152 3.146913 -1.0 0.5 -2.6 0.455
```
Forces are in eV/Å.

---

# 2
ORCA calculation (ωB97M-V/def2-TZVPD) on C22H60AgN3O9 as an isolated structure.

⟨S²⟩: 0.758
Kohn-Sham gap (alpha / beta), eV: 5.51 / 5.52
LUMO (alpha / beta), eV: -5.7 / -5.6
Total charge: +1
Energy relative to the best compared isomer or geometry (same formula, charge and spin), kJ/mol: 0.0
2S+1: 2
E_HOMO (alpha / beta), eV: -11.2 / -11.2
M, g/mol: 618.6

```
95
Properties=species:S:1:pos:R:3:forces:R:3:mulliken_spin:R:1
Ag -3.677278 1.750141 -1.755969 0.1 -0.2 -0.5 -0.001
C 1.142689 -2.163649 -0.180793 -1.2 0.5 -1.4 -0.013
C 0.110317 -1.178753 -0.725693 3.9 -1.5 1.1 -0.061
O 0.088047 -0.729454 -1.884358 -0.4 0.5 -1.5 0.636
O -0.763119 -0.743313 -0.018730 -2.7 1.3 1.2 0.424
H 1.125834 -2.111255 0.907812 0.1 -0.3 -0.2 0.008
H 2.130980 -2.116383 -0.638122 -0.1 0.4 0.2 0.006
H 0.666600 -3.040660 -0.619298 0.3 -0.9 0.7 0.001
C -3.767693 -1.864516 6.453977 1.4 -0.7 0.2 0.000
C -2.818709 -1.230830 5.414908 -1.4 1.0 0.5 0.000
C -1.543435 -0.564224 6.035668 -2.4 -0.3 -1.9 0.000
O -2.005515 0.569752 6.707808 1.5 0.5 1.6 0.000
C -0.918898 1.413368 7.207609 -0.8 -0.2 -1.2 0.000
N -2.495367 -2.181344 4.339171 0.5 0.1 0.8 0.000
H -3.157167 -2.680252 6.841203 -0.6 -1.0 -0.2 0.000
H -4.696102 -2.128791 5.947716 0.2 -0.5 0.3 0.000
H -3.986802 -1.377139 7.404014 0.0 1.0 -0.5 0.000
H -3.504654 -0.518333 4.956729 0.7 0.9 -0.2 0.000
H -0.975783 -0.252323 5.158977 0.7 0.0 0.0 0.000
H -1.031688 -1.362892 6.572639 0.4 0.3 0.7 0.000
H -0.314374 1.020342 8.025024 -0.5 -0.3 0.2 0.000
H -1.384792 2.367009 7.455818 0.1 -0.2 0.2 0.000
H -0.226245 1.572285 6.381126 0.1 0.2 -0.2 0.000
H -2.238347 -1.639633 3.526405 -0.2 0.2 -0.3 0.000
H -1.590879 -2.518696 4.636168 0.3 -1.0 -0.2 0.000
C -4.620100 -0.479793 -7.287832 -1.5 0.5 1.4 0.000
C -4.851070 -0.173110 -5.781533 -0.3 -1.2 0.0 0.000
C -4.745108 -1.461405 -5.001205 0.1 -0.1 0.6 0.000
O -4.777062 -1.183600 -3.618521 0.3 -0.4 1.8 0.000
C -5.029926 -2.320366 -2.766243 -1.0 -0.2 0.0 0.000
N -3.910378 0.785635 -5.265146 1.1 1.1 -0.1 0.000
H -4.884292 0.435847 -7.816902 0.4 -0.1 -0.4 0.000
H -5.364915 -1.232824 -7.545314 0.2 -0.2 -0.4 0.000
H -3.603156 -0.833637 -7.457264 -0.1 0.1 -0.1 0.000
H -5.870022 0.080024 -5.488704 -0.1 1.0 -0.8 0.000
H -3.792663 -1.931832 -5.245438 -0.1 -0.7 -0.1 0.000
H -5.657152 -2.031854 -5.176850 0.4 -0.6 -0.7 0.000
H -4.666270 -2.196162 -1.746226 0.7 0.4 -0.3 0.000
H -4.750894 -3.310467 -3.126726 0.9 0.3 -0.5 0.000
H -6.091266 -2.492996 -2.587766 -0.5 0.5 -0.4 0.000
H -3.005899 0.505786 -5.616848 0.8 -1.0 0.6 0.000
H -3.895733 1.591988 -5.873161 -1.1 0.9 0.0 0.000
C -2.156029 5.637429 1.963828 0.8 0.8 1.2 0.000
C -2.756028 6.220962 0.762775 -1.9 0.5 -2.3 0.000
C -2.808166 7.762571 0.556456 -0.5 0.6 1.7 0.000
O -3.441818 8.143266 -0.653157 -0.3 0.4 -0.4 0.000
C -3.847206 9.545327 -0.719271 0.7 -0.7 0.3 0.000
N -2.235331 5.615912 -0.473678 0.6 0.4 0.0 0.000
H -1.165338 6.054401 2.144877 0.3 -0.2 0.0 0.000
H -2.089238 4.553338 1.872270 -0.1 0.1 0.1 0.000
H -2.765967 5.946488 2.812687 0.1 -0.4 0.2 0.000
H -3.795098 5.892292 0.783201 -0.4 0.3 -0.1 0.000
H -1.851026 8.262853 0.703778 0.7 -0.2 -0.5 0.000
H -3.373126 8.211486 1.373395 -0.4 -0.2 0.4 0.000
H -4.328619 9.776351 -1.669522 0.0 -0.6 0.0 0.000
H -2.975526 10.195983 -0.649177 0.2 0.0 0.1 0.000
H -4.522171 9.808943 0.094990 -0.1 -0.2 0.1 0.000
H -1.237724 5.758896 -0.407041 0.7 -0.6 0.1 0.000
H -2.422439 6.358605 -1.132082 -0.6 -0.3 -1.0 0.000
C 2.769346 -6.558335 3.690047 -1.6 -0.6 0.6 0.000
C 1.721765 -6.268095 4.841168 1.6 -0.2 -1.2 0.000
O 1.931612 -4.923299 5.246413 -0.3 0.2 0.2 0.000
H 3.694557 -5.999087 3.829073 -0.1 -0.2 0.0 0.000
H 2.299138 -6.370229 2.724845 0.2 0.7 0.0 0.000
H 2.915983 -7.636248 3.621485 0.5 -0.1 0.3 0.000
H 1.867403 -6.946458 5.681827 0.1 -0.1 0.0 0.000
H 0.726685 -6.430702 4.427046 -0.2 0.2 0.2 0.000
H 1.881813 -4.879131 6.204091 -0.1 0.1 0.0 0.000
C 5.663813 0.703646 3.103718 0.5 0.1 -0.9 0.000
C 6.140901 -0.076440 4.320653 0.6 0.7 -0.7 0.000
O 5.187336 -0.058228 5.334386 -0.9 -0.5 0.5 0.000
H 6.444240 0.818951 2.351567 0.7 0.3 0.4 0.000
H 5.337021 1.697324 3.410158 -0.1 -0.1 -0.1 0.000
H 4.942596 0.240886 2.430067 -0.8 -0.3 0.7 0.000
H 7.000537 0.445931 4.740482 0.2 -0.2 -0.2 0.000
H 6.420821 -1.101937 4.079580 0.2 0.0 -0.1 0.000
H 4.590301 -0.769462 5.090896 -0.4 0.1 0.4 0.000
C 3.014692 -1.858868 -7.432821 1.4 -0.3 0.3 0.000
C 2.777657 -0.364745 -7.369083 0.1 -0.4 -0.1 0.000
O 1.486732 -0.129015 -6.890993 -1.4 0.5 0.0 0.000
H 4.078343 -2.031932 -7.596564 0.1 -0.1 -0.5 0.000
H 2.438283 -2.390786 -8.189731 0.0 0.3 0.0 0.000
H 2.876543 -2.373595 -6.482002 -0.5 0.2 0.3 0.000
H 2.886281 0.047490 -8.372261 -0.3 0.2 0.0 0.000
H 3.437168 0.207249 -6.716418 0.7 -0.4 -0.1 0.000
H 1.431004 -0.581949 -6.046393 -0.1 0.0 0.1 0.000
C 8.231155 -2.887138 -2.713605 0.0 -2.3 0.3 0.000
C 7.218996 -2.250422 -3.597807 1.2 1.1 0.4 0.000
O 6.364457 -1.476382 -2.817105 -1.5 0.5 0.7 0.000
H 8.874486 -3.420115 -3.413717 0.6 0.0 0.3 0.000
H 7.732091 -3.682711 -2.160334 -0.1 -0.2 0.1 0.000
H 8.787870 -2.382102 -1.924237 -0.1 0.8 -0.7 0.000
H 6.686786 -3.030398 -4.142318 0.1 0.2 -0.3 0.000
H 7.786261 -1.541903 -4.201389 -0.3 -0.2 -1.0 0.000
H 5.474464 -1.528558 -3.173185 0.0 0.2 0.0 0.000
```
Forces are in eV/Å.

---

# 3
ORCA calculation (ωB97M-V/def2-TZVPD) on an isolated molecule of C6H10O2.

Kohn-Sham gap, eV: 10.17
LUMO, eV: 0.8
Energy relative to the best compared isomer or geometry (same formula, charge and spin), kJ/mol: 79.0
2S+1: 1
E_HOMO, eV: -9.4
M, g/mol: 114.1

```
18
Properties=species:S:1:pos:R:3:forces:R:3:nbo_charge:R:1
C 0.039559 0.269732 0.415108 0.1 0.5 0.5 -0.158
C -0.030918 -1.128170 -1.272370 0.1 -0.4 -0.2 -0.010
C 0.960845 -0.043382 -0.790789 -0.1 -0.2 -0.1 -0.414
C -0.348351 1.729713 0.609124 0.0 -0.2 -0.1 -0.594
C 0.521604 -0.348822 1.723720 -0.1 0.0 -0.2 -0.590
C -1.030966 -0.568435 -0.270258 0.0 0.0 -0.1 0.594
O -0.394634 -1.116150 -2.623738 -0.1 0.1 -0.2 -0.703
O -2.224453 -0.639017 -0.197966 0.0 0.1 0.0 -0.518
H -1.355798 -1.174802 -2.681258 0.0 0.0 0.0 0.483
H 0.295974 -2.137438 -0.979220 0.0 0.1 0.1 0.183
H 1.960446 -0.394606 -0.551953 0.1 0.0 0.0 0.214
H 1.020314 0.776000 -1.502338 0.0 0.1 -0.1 0.224
H 0.510544 2.302024 0.952923 0.1 0.1 0.0 0.212
H 0.797451 -1.391067 1.582036 0.1 -0.1 0.1 0.209
H -0.703979 2.159192 -0.324630 0.0 0.1 -0.1 0.214
H -1.143130 1.808789 1.346955 -0.1 0.1 0.1 0.221
H -0.264354 -0.298069 2.473731 0.0 0.0 0.1 0.219
H 1.389843 0.194507 2.090923 0.1 0.0 0.0 0.214
```
Forces are in eV/Å.

---

# 4
ORCA calculation (ωB97M-V/def2-TZVPD) on C22H12IN4SZr as an isolated structure.

Kohn-Sham gap, eV: 6.22
LUMO, eV: -11.3
Total charge: +3
Energy relative to the best compared isomer or geometry (same formula, charge and spin), kJ/mol: 13.8
2S+1: 1
E_HOMO, eV: -17.5
M, g/mol: 582.6

```
41
Properties=species:S:1:pos:R:3:forces:R:3:nbo_charge:R:1
Zr -0.422057 -0.698716 -0.276359 0.7 -0.5 -0.6 2.273
I -1.297498 -3.147501 -1.466326 -0.1 0.1 0.1 0.394
C 0.686994 -3.300935 -2.265074 -0.3 -0.1 0.0 -0.076
C 0.897622 -4.411787 -3.023185 0.4 0.1 -0.1 -0.195
C 2.185655 -4.579966 -3.583614 -0.1 -0.1 0.0 -0.164
C 3.159328 -3.650029 -3.356874 0.0 0.0 0.0 -0.129
C 2.905440 -2.504899 -2.562299 0.2 0.1 0.0 0.012
C 3.922768 -1.537744 -2.327763 0.0 -0.1 -0.1 -0.042
C 3.713356 -0.416455 -1.563483 0.0 0.0 0.0 -0.226
C 2.455341 -0.211075 -0.992368 -0.1 0.0 0.0 -0.110
C 1.418520 -1.123711 -1.186254 -0.9 -0.1 0.3 -0.668
C 1.632564 -2.300242 -1.985092 0.2 0.0 0.0 -0.115
H 0.129871 -5.151799 -3.206041 0.0 0.0 0.0 0.264
H 2.380174 -5.454154 -4.190399 0.0 0.0 0.0 0.271
H 4.145456 -3.778070 -3.785369 0.0 0.0 0.0 0.258
H 4.896207 -1.705357 -2.775789 0.0 0.0 0.0 0.258
H 4.507633 0.299420 -1.404422 0.0 0.0 0.0 0.267
H 2.308533 0.683560 -0.391133 0.0 0.1 0.0 0.230
S -3.622518 4.526242 4.050572 0.3 0.4 0.1 1.126
N -2.742530 3.250878 4.470001 -0.4 -0.2 -0.2 -0.576
C -2.360705 2.679905 3.332944 0.4 -0.3 0.3 0.154
C -1.567110 1.468625 3.226678 -0.1 0.3 0.3 -0.080
C -1.101279 0.747373 4.339353 0.0 0.0 0.1 -0.012
C -0.326192 -0.379857 4.160085 0.0 0.0 0.1 -0.215
C -0.029851 -0.787185 2.871921 -0.1 0.1 -0.1 0.106
N -0.478035 -0.116207 1.791996 0.0 0.1 0.3 -0.695
C -1.235234 1.023216 1.959682 0.1 -0.2 -0.3 0.213
C -1.658177 1.753351 0.765180 0.2 -0.3 -0.1 0.213
N -1.275580 1.265201 -0.465648 -0.1 0.3 0.0 -0.695
C -1.603778 1.939939 -1.585504 0.1 -0.1 0.2 0.106
C -2.342631 3.108459 -1.544181 0.0 0.1 0.0 -0.214
C -2.750517 3.594267 -0.319000 -0.1 0.1 0.0 -0.010
C -2.405250 2.913793 0.861266 -0.2 0.4 0.2 -0.058
C -2.766828 3.378640 2.188467 0.1 0.2 -0.6 0.071
N -3.458808 4.480951 2.454325 -0.3 -0.4 0.1 -0.558
H -1.354799 1.098073 5.333841 0.0 0.0 0.0 0.285
H 0.054453 -0.946893 4.998617 0.0 0.0 0.0 0.285
H 0.578209 -1.664864 2.691780 0.0 0.0 0.0 0.241
H -1.263081 1.529790 -2.528008 0.0 0.0 0.0 0.241
H -2.584070 3.618667 -2.466649 0.0 0.0 0.0 0.285
H -3.331595 4.507107 -0.245871 0.0 0.0 0.0 0.285
```
Forces are in eV/Å.